[1]
# C25H32N2O7S2

An isolated molecule of C25H32N2O7S2 (wB97M-V/def2-TZVPD, the Open Molecules 2025 dataset).

```
68
Properties=species:S:1:pos:R:3:forces:R:3:nbo_charge:R:1
S -3.046 0.320 0.420 0.18 0.39 -0.45 2.318
S 2.475 -0.756 -2.349 0.01 0.00 0.06 0.222
O 1.451 -1.038 1.438 -0.24 -0.17 -0.30 -0.559
O -3.886 -0.820 0.150 0.11 0.08 -0.26 -0.959
O 2.393 2.412 -1.419 0.09 0.12 -0.25 -0.615
O 4.705 0.608 0.465 -0.05 -0.16 0.14 -0.536
O -1.010 -2.199 2.020 0.46 0.13 -0.30 -0.513
O -6.453 2.038 -0.531 -0.09 0.17 -0.06 -0.523
O -2.733 0.608 1.789 0.14 0.22 0.08 -0.943
N 2.203 1.773 0.750 0.06 0.10 0.40 -0.614
N -3.649 1.732 -0.257 0.52 -0.74 0.50 -0.672
C 1.884 1.721 -0.562 -0.30 -0.12 0.20 0.659
C -5.852 2.125 0.742 0.21 0.17 0.16 -0.088
C 6.256 2.351 -0.014 -0.06 -0.08 -0.04 -0.442
C -5.763 1.127 -1.359 0.19 -0.15 -0.21 -0.095
C -4.300 1.548 -1.540 -0.42 -0.19 -0.38 -0.258
C 1.272 -3.604 -1.142 -0.02 -0.05 0.16 -0.219
C 0.866 -0.242 -1.781 0.33 -0.02 -0.27 -0.146
C 3.357 2.509 1.200 0.27 -0.16 -0.05 -0.262
C -0.275 -2.721 0.998 0.01 0.03 0.09 0.244
C -0.232 -1.011 -2.142 -0.08 0.22 -0.01 -0.195
C -2.287 -2.733 2.290 -0.27 -0.12 0.07 -0.260
C 1.235 -1.012 2.839 0.00 0.09 0.41 -0.247
C -4.401 2.599 0.630 -0.41 0.04 0.49 -0.260
C 0.099 -4.254 -0.824 0.08 0.02 -0.11 -0.210
C -1.443 -0.824 -1.501 -0.20 -0.10 -0.01 -0.190
C -0.681 -3.803 0.227 -0.13 0.09 0.20 -0.290
C -0.478 0.968 -0.211 0.25 0.11 0.03 -0.189
C 4.556 1.573 1.478 -0.13 0.33 0.26 0.092
C -1.539 0.141 -0.517 -0.48 -0.11 0.19 -0.335
C 5.877 2.352 1.474 -0.17 -0.24 0.06 -0.425
C 0.956 -2.098 0.713 0.16 -0.15 -0.04 0.314
C 0.742 0.788 -0.853 -0.39 0.06 -0.17 -0.041
C 2.899 -1.744 -0.836 -0.01 0.35 -0.17 -0.529
C 1.706 -2.519 -0.388 -0.09 -0.17 0.34 -0.081
C 5.417 1.204 -0.611 0.16 0.10 -0.49 -0.088
H -1.620 -4.288 0.435 -0.11 -0.04 0.07 0.225
H 4.382 1.021 2.408 0.03 0.06 -0.05 0.184
H 6.026 0.417 -1.060 -0.02 0.07 0.00 0.185
H -2.672 -2.135 3.113 -0.05 -0.08 -0.04 0.208
H -2.956 -2.622 1.433 0.05 -0.07 0.05 0.202
H -3.748 0.787 -2.091 -0.06 0.06 -0.23 0.219
H 3.264 -1.052 -0.081 0.05 -0.15 -0.05 0.266
H 1.276 -2.015 3.266 0.01 0.02 0.00 0.190
H -2.298 -1.446 -1.717 -0.07 -0.11 -0.06 0.243
H 1.863 -3.919 -1.988 0.07 -0.02 -0.12 0.218
H -5.791 0.121 -0.920 -0.07 0.12 -0.11 0.190
H -4.365 3.612 0.219 0.03 -0.08 0.03 0.206
H 3.705 -2.394 -1.172 0.04 -0.04 0.07 0.233
H 1.863 1.023 1.334 -0.03 -0.04 -0.19 0.415
H 7.321 2.183 -0.154 0.02 0.06 -0.01 0.216
H -4.246 2.499 -2.080 0.05 -0.10 0.01 0.211
H 5.995 3.297 -0.486 0.03 0.01 -0.03 0.212
H 0.275 -0.553 3.085 0.13 -0.06 0.00 0.202
H -5.867 1.140 1.234 -0.06 0.09 0.01 0.171
H 2.051 -0.416 3.254 -0.01 -0.03 0.01 0.177
H -0.230 -5.101 -1.405 -0.04 -0.09 -0.06 0.215
H 3.608 3.207 0.398 -0.01 0.04 0.13 0.231
H -3.909 2.572 1.601 -0.12 0.22 0.02 0.241
H -6.288 1.129 -2.316 0.09 -0.06 0.02 0.196
H 6.621 1.813 2.060 -0.02 0.04 0.04 0.213
H 4.712 1.576 -1.363 0.08 -0.06 0.08 0.204
H -0.114 -1.781 -2.888 0.01 -0.08 0.00 0.237
H 5.764 3.353 1.883 0.04 0.07 0.06 0.213
H -2.225 -3.783 2.593 0.01 0.05 -0.02 0.171
H -6.453 2.832 1.315 0.08 -0.08 0.05 0.198
H 3.112 3.067 2.108 0.09 0.05 -0.07 0.201
H -0.605 1.726 0.546 0.08 0.15 0.10 0.243
```
Positions in Å, forces in eV/Å.

SMILES = COc1cccc(CSc2ccc(S(=O)(=O)N3CCOCC3)cc2C(=O)NC[C@@H]2CCCO2)c1OC
LUMO = 0.0145 hartree

=====

[2]
# C4H5NS

An isolated molecule of C4H5NS (wB97M-V/def2-TZVPD, the Open Molecules 2025 dataset).

```
11
Properties=species:S:1:pos:R:3:forces:R:3:nbo_charge:R:1
S -0.521 -1.706 -1.123 -2.28 0.82 0.53 0.033
N -0.763 -0.933 2.468 -0.62 -0.43 2.13 -0.297
C 1.164 0.397 -0.090 2.02 -0.08 -1.48 -0.381
C -0.067 -0.452 0.087 0.20 0.88 -2.66 -0.319
C -0.440 -0.731 1.402 0.12 0.14 -0.36 0.261
C -0.175 1.013 -0.387 1.87 -1.82 0.27 -0.376
H 1.684 0.534 0.862 -0.16 0.42 -0.43 0.237
H -0.292 1.135 -1.423 -0.54 -0.05 -1.17 0.227
H 1.903 0.290 -1.018 -1.87 -0.19 2.21 0.239
H -1.919 -1.316 -0.965 2.10 -0.94 -0.55 0.149
H -0.573 1.769 0.187 -0.85 1.24 1.51 0.227
```
Positions in Å, forces in eV/Å.

SMILES = N#CC1(S)CC1
LUMO = 0.0239 hartree

=====

[3]
# C39H42CoN3P2S2

A structure of composition C39H42CoN3P2S2 (wB97M-V/def2-TZVPD, the Open Molecules 2025 dataset).

```
89
Properties=species:S:1:pos:R:3:forces:R:3:lowdin_charge:R:1
Co -0.514 0.285 -0.530 0.03 0.40 -0.07 -0.100
S -1.948 -0.676 1.155 0.11 0.08 0.19 0.859
S -2.350 0.358 -1.882 -0.02 0.07 -0.01 0.847
P -1.066 2.447 -0.032 0.00 -0.02 -0.01 0.839
P 2.311 1.637 0.475 -0.05 0.03 0.07 0.916
N -4.804 -0.532 -1.493 -0.10 0.31 0.32 -0.089
N 1.381 0.360 0.118 -0.02 -0.38 -0.06 -0.177
N -3.975 -2.253 0.535 0.26 -0.18 -0.22 -0.086
C -1.238 3.527 -1.502 0.02 -0.01 0.00 -0.241
C -5.695 -2.718 4.544 0.00 0.00 0.00 -0.070
C -5.834 -0.356 -3.722 0.01 0.01 -0.02 -0.225
C -6.479 -3.865 4.559 0.00 0.00 0.01 -0.077
C -0.324 4.706 1.415 -0.01 -0.01 0.00 -0.082
C 1.152 -1.948 -0.527 0.07 0.07 0.03 -0.196
C -5.352 -4.655 2.591 0.00 -0.02 0.01 -0.050
C -5.107 -2.614 -0.306 -0.04 0.01 0.02 -0.094
C -0.880 -2.499 -1.649 0.02 0.04 -0.01 -0.145
C 1.485 -3.306 -0.491 -0.01 0.01 -0.03 -0.037
C -5.365 0.387 -2.498 0.08 -0.17 -0.11 -0.108
C 0.653 -4.250 -1.061 -0.01 -0.01 -0.01 -0.086
C -7.611 -1.173 -5.130 0.00 0.01 0.00 -0.070
C -2.646 2.714 0.844 -0.01 -0.02 0.03 -0.252
C 3.287 1.293 1.990 0.00 -0.01 0.02 -0.409
C -3.544 -3.293 1.486 -0.09 0.11 0.10 -0.106
C -0.073 -1.527 -1.048 -0.04 -0.07 0.04 -0.207
C -4.901 -0.955 -4.565 0.01 -0.03 0.03 -0.032
C -5.782 -1.364 -0.799 0.04 -0.03 -0.08 -0.090
C -5.322 -1.659 -5.680 -0.01 0.00 -0.01 -0.066
C -4.567 -3.510 2.569 0.01 0.01 0.01 -0.226
C 3.435 2.032 -0.870 0.02 0.00 -0.03 -0.137
C 4.495 -0.540 0.833 -0.03 -0.02 -0.02 -0.114
C 1.474 3.201 0.873 0.01 0.01 0.05 -0.274
C 1.933 5.406 1.783 -0.01 0.00 0.00 -0.051
C 0.571 5.653 1.875 0.01 0.01 0.00 -0.050
C -6.306 -4.835 3.585 0.01 0.00 0.00 -0.071
C -3.551 -0.457 -1.059 0.03 -0.35 0.14 -0.588
C 0.110 3.486 0.889 -0.01 0.04 -0.07 -0.342
C -6.679 -1.768 -5.964 0.01 -0.01 -0.01 -0.075
C 2.052 -0.886 0.001 -0.06 0.00 -0.05 -0.278
C -0.524 -3.838 -1.674 0.01 -0.02 0.00 -0.093
C -3.206 -1.210 0.224 -0.24 0.10 -0.22 -0.626
C -7.188 -0.469 -4.009 -0.01 0.01 -0.01 -0.049
C -4.742 -2.542 3.555 -0.02 0.02 -0.02 -0.033
C 2.374 4.191 1.296 0.00 -0.03 0.01 -0.089
C 4.523 0.551 1.604 0.00 0.01 0.00 -0.130
C 3.353 -1.208 0.238 0.03 0.03 0.02 -0.063
C 2.394 0.560 3.000 0.01 0.00 0.01 -0.065
H 3.853 1.101 -1.249 0.00 0.00 -0.01 0.061
H -3.093 3.675 0.592 0.01 0.01 0.02 0.051
H -3.338 1.918 0.572 0.00 0.02 -0.04 0.010
H 0.921 -5.298 -1.033 0.00 0.00 0.00 0.103
H -2.593 -2.978 1.904 0.02 -0.03 -0.02 0.085
H 3.440 4.012 1.255 0.00 0.01 0.00 0.105
H 2.650 6.151 2.101 0.00 0.00 0.00 0.116
H -3.842 -0.865 -4.345 0.00 0.01 0.00 0.103
H 5.475 0.937 1.948 -0.01 -0.01 0.02 0.109
H -5.209 -5.419 1.835 0.00 0.00 0.00 0.116
H -5.805 -3.191 0.300 0.01 -0.01 0.01 0.133
H -2.023 3.153 -2.158 -0.01 -0.02 0.01 0.018
H -6.910 -5.733 3.598 0.00 0.00 0.00 0.108
H 0.210 6.589 2.280 0.00 0.00 0.00 0.116
H -4.593 -2.119 -6.335 0.00 0.00 0.00 0.109
H -1.166 -4.564 -2.160 0.00 0.00 0.00 0.100
H -7.006 -2.315 -6.838 0.00 0.00 0.00 0.108
H -4.594 1.111 -2.749 -0.03 0.03 0.01 0.088
H 2.873 2.529 -1.661 0.00 0.00 0.00 0.064
H 4.249 2.674 -0.533 0.00 0.00 0.01 0.067
H -0.298 3.526 -2.056 -0.01 0.00 0.00 0.052
H -8.667 -1.252 -5.350 0.00 0.00 0.00 0.109
H -6.237 -0.801 0.023 0.02 -0.03 0.02 0.149
H -4.123 -1.651 3.544 0.00 0.00 0.00 0.109
H -7.219 -4.005 5.336 0.00 0.00 0.00 0.107
H -2.483 2.659 1.920 0.00 -0.03 0.00 0.057
H 2.153 -0.442 2.651 0.00 0.00 0.00 0.077
H -6.198 0.910 -2.022 -0.01 -0.01 -0.01 0.136
H 3.604 -2.205 -0.091 0.02 0.00 0.00 0.089
H -6.559 -1.625 -1.516 -0.01 0.02 0.00 0.134
H -7.917 0.003 -3.360 0.00 0.00 0.00 0.115
H 2.388 -3.644 -0.001 0.00 -0.01 0.00 0.104
H 1.461 1.101 3.173 0.00 0.01 -0.01 0.078
H -1.383 4.926 1.447 0.00 0.00 -0.01 0.102
H -3.380 -4.207 0.908 -0.04 0.00 0.00 0.138
H 5.443 -1.029 0.637 0.00 -0.01 0.00 0.110
H -4.772 -3.239 -1.141 -0.01 0.03 -0.02 0.149
H 2.923 0.478 3.950 0.00 -0.01 0.00 0.089
H 3.561 2.258 2.413 0.01 0.01 -0.01 0.102
H -5.823 -1.965 5.311 0.00 0.00 0.00 0.107
H -1.814 -2.217 -2.122 0.00 -0.03 0.00 0.057
H -1.469 4.549 -1.202 -0.01 0.01 -0.01 0.051
```
Positions in Å, forces in eV/Å.

LUMO (spin up / spin down) = -0.1205 / -0.1202 hartree
Multiplicity = 2
Total charge = +1

=====

Let's list largest force on an atom in order: 1.03, 2.90, 0.45 eV Å⁻¹.
Let's list relative energy (zero: lowest compared OMol25 entry of this formula, charge and spin) in order: 0.000, 1.637, 1.138 eV.